[1]
Formula: C14H17CoN3S
Source: the Open Molecules 2025 dataset
Level of theory: the ωB97M-V functional and the def2-TZVPD basis

Geometry as XYZ:
```
36
C14H17CoN3S (the ωB97M-V functional and the def2-TZVPD basis)
C -1.404 -0.324 2.885
C -1.493 1.067 -1.918
H -2.422 -0.530 2.550
H -1.415 -0.015 3.936
H -0.755 -1.196 2.762
H -1.523 2.169 -1.949
H -0.688 0.715 -2.579
H -2.464 0.668 -2.252
C -1.127 -2.222 -0.011
C -0.492 -3.458 -0.105
C 0.856 -3.524 -0.462
C 1.553 -2.346 -0.721
H -2.183 -2.105 0.236
H -1.071 -4.355 0.103
H 1.363 -4.483 -0.539
H 2.602 -2.325 -1.011
N -0.434 -1.077 -0.231
C 0.898 -1.123 -0.590
C 1.497 0.192 -0.738
N 0.633 1.208 -0.419
C 1.064 2.488 -0.380
C 3.265 1.789 -1.092
C 2.379 2.805 -0.712
H 0.326 3.241 -0.092
H 2.688 3.847 -0.665
C 2.813 0.470 -1.116
H 3.442 -0.373 -1.401
H 4.293 2.024 -1.363
Co -1.221 0.598 -0.102
C -3.053 0.955 0.316
H -3.668 0.700 -0.558
H -3.133 2.041 0.488
H -3.443 0.438 1.201
S -0.711 1.099 2.018
C 0.952 0.630 2.196
N 2.077 0.314 2.315
```

The calculation puts the lowest unoccupied orbital energy (alpha / beta) at 0.3 / 0.1 eV. Its spin multiplicity is 4. The energy relative to the best compared isomer or geometry (same formula, charge and spin) is 34.2 kcal per mole. The expectation value of S² is 3.8259. As for the charge: 0.


[2]
Formula: C14H17F3FeN5O2SSe2
Source: the Open Molecules 2025 dataset
Level of theory: the ωB97M-V functional and the def2-TZVPD basis

Geometry as XYZ:
```
45
C14H17F3FeN5O2SSe2 (the ωB97M-V functional and the def2-TZVPD basis)
Fe -0.178 0.607 0.503
C -1.095 -3.462 3.025
Se -1.558 -1.635 2.506
C -2.942 -2.148 1.222
C -2.351 -2.462 -0.136
Se -1.753 -0.890 -1.156
C -0.921 -1.965 -2.551
H -0.256 -3.398 3.715
H -0.800 -4.047 2.157
H -1.942 -3.927 3.525
H -3.655 -1.328 1.182
H -3.431 -3.033 1.628
H -3.080 -2.958 -0.779
H -1.479 -3.107 -0.026
H -1.684 -2.562 -3.044
H -0.152 -2.606 -2.126
H -0.472 -1.279 -3.266
N -0.578 2.498 1.928
C -1.976 2.595 2.339
C -2.841 1.595 1.569
O -4.048 1.692 1.581
O -2.158 0.655 0.991
H 0.054 2.481 2.717
H -0.323 3.269 1.324
H -2.394 3.588 2.180
H -2.081 2.338 3.392
F 0.069 2.402 -4.375
C 1.325 2.589 -3.941
F 2.123 2.507 -5.019
F 1.411 3.846 -3.482
C 1.713 1.576 -2.901
C 2.818 0.760 -3.063
C 3.130 -0.173 -2.077
C 2.291 -0.284 -0.986
N 1.216 0.485 -0.833
C 0.946 1.425 -1.742
S -0.400 2.364 -1.240
H 3.433 0.850 -3.947
H 4.002 -0.803 -2.167
H 2.477 -1.003 -0.197
N 5.695 1.393 2.482
C 4.641 0.922 2.569
N 3.471 0.360 2.746
C 2.396 0.240 2.121
N 1.336 0.035 1.651
```

The calculation puts the lowest unoccupied orbital energy (alpha / beta) at -2.3 / -1.2 eV. Its spin multiplicity is 2. The energy relative to the best compared isomer or geometry (same formula, charge and spin) is 37.6 kcal per mole. The expectation value of S² is 1.2069. As for the charge: 0.